Run one
Here is a cluster of 6 separate species, C24H66N6O6 in total from the Open Molecules 2025 dataset. Energies are from ωB97M-V/def2-TZVPD.

Values from the calculation:
Structure (SMILES): COC[C@H](C)N.COC[C@H](C)N.COC[C@H](C)N.COC[C@H](C)N.COC[C@H](C)N.COC[C@H](C)N
Kohn-Sham gap, eV: 9.23
Total charge: 0

Cartesian coordinates (Å):
C -3.0822 -4.8343 0.6087
C -3.7906 -3.6115 1.1132
C -4.0601 -3.7359 2.5985
O -4.7493 -2.6047 3.0556
C -4.8144 -2.5436 4.4659
N -2.9843 -2.4134 0.7453
H -3.6031 -5.7381 0.9337
H -2.0497 -4.8552 0.9775
H -2.9677 -4.8827 -0.4736
H -4.7264 -3.4542 0.5660
H -3.0713 -3.8274 3.0949
H -4.5894 -4.6637 2.8609
H -5.4654 -3.3410 4.8425
H -5.3033 -1.5978 4.6945
H -3.8173 -2.6049 4.8974
H -2.1427 -2.4350 1.3235
H -3.5055 -1.6030 1.0729
C 5.9294 -0.1693 3.9008
C 5.3248 0.1364 2.5260
C 5.0735 -1.1165 1.7333
O 4.2727 -2.0132 2.4729
C 3.7542 -3.0445 1.6568
N 4.0925 0.9719 2.5812
H 5.9967 0.7007 4.5494
H 6.9362 -0.5803 3.7355
H 5.4166 -0.9872 4.4095
H 6.0259 0.7421 1.9399
H 5.9992 -1.6194 1.4228
H 4.5432 -0.8613 0.8017
H 3.0614 -2.6082 0.9214
H 3.2908 -3.7959 2.2861
H 4.5369 -3.5135 1.0412
H 4.2219 1.6474 3.3352
H 3.4106 0.3448 3.0444
C 1.2324 -0.2165 0.4271
C 1.1076 -0.8148 -0.9721
C -0.0750 -0.2489 -1.7189
O -0.1078 -0.8251 -3.0066
C -0.9175 -0.1162 -3.9308
N 2.3671 -0.5443 -1.7168
H 1.4174 0.8590 0.3882
H 2.0437 -0.6640 0.9963
H 0.3017 -0.3457 0.9971
H 1.0530 -1.9047 -0.8624
H 0.0742 0.8379 -1.8314
H -1.0200 -0.4479 -1.2035
H -0.6035 0.9287 -4.0209
H -1.9625 -0.1959 -3.6291
H -0.6829 -0.5751 -4.8891
H 2.1539 -0.1073 -2.6044
H 2.8574 -1.4016 -1.9262
C 1.9278 1.5080 -5.7806
C 1.3996 1.8412 -7.1722
C 0.0105 2.4074 -7.1567
O -0.9033 1.4877 -6.6186
C -2.2277 1.7183 -7.0128
N 2.2795 2.8269 -7.8696
H 1.2385 0.9262 -5.1725
H 2.1275 2.4318 -5.2238
H 2.8852 0.9883 -5.8593
H 1.3528 0.9104 -7.7430
H -0.2483 2.6643 -8.1997
H -0.0778 3.3930 -6.6604
H -2.8132 0.8230 -6.8009
H -2.3114 1.8524 -8.1007
H -2.6522 2.5839 -6.4935
H 2.1584 3.6898 -7.3424
H 3.2325 2.5335 -7.6718
C -0.1635 -0.2301 5.1473
C 1.2518 0.2566 4.8908
C 2.0397 0.3384 6.1783
O 1.7436 1.5697 6.8011
C 1.9014 1.5751 8.2006
N 1.9247 -0.6850 3.9853
H -0.7917 -0.2949 4.2527
H -0.7667 0.4965 5.7235
H -0.2105 -1.1380 5.7534
H 1.1724 1.2291 4.4030
H 3.0979 0.3895 5.8817
H 1.7749 -0.5112 6.8121
H 1.5886 0.6249 8.6466
H 1.2789 2.3812 8.5854
H 2.9405 1.7639 8.4982
H 1.2407 -1.2893 3.5437
H 2.5694 -1.3358 4.4240
C -2.4381 3.2622 -3.4377
C -3.3743 3.4303 -2.2610
C -3.5753 2.1522 -1.4628
O -3.8226 1.0802 -2.3144
C -4.0462 -0.1399 -1.6781
N -2.8069 4.4612 -1.3692
H -1.3835 3.0709 -3.1965
H -2.2822 4.2363 -3.9320
H -2.6765 2.5520 -4.2257
H -4.3731 3.7224 -2.6133
H -4.4215 2.2845 -0.7639
H -2.6989 1.9836 -0.8129
H -5.0218 -0.1888 -1.1740
H -3.2956 -0.3580 -0.9085
H -3.9637 -0.9507 -2.3996
H -2.6994 5.3248 -1.8882
H -3.4941 4.6448 -0.6434

***

Run two
Here is a cluster of 6 separate species, C24H66N6O6 in total from the Open Molecules 2025 dataset. Energies are from ωB97M-V/def2-TZVPD.

Values from the calculation:
Structure (SMILES): COC[C@H](C)N.COC[C@H](C)N.COC[C@H](C)N.COC[C@H](C)N.COC[C@H](C)N.COC[C@H](C)N
Kohn-Sham gap, eV: 9.69
Total charge: 0

Cartesian coordinates (Å):
C -22.7201 0.7932 -7.0334
C -21.7374 0.3020 -8.0651
C -21.9751 0.9231 -9.4074
O -21.1528 0.2466 -10.3429
C -21.2560 0.8022 -11.6318
N -20.3688 0.6081 -7.5731
H -23.7563 0.7371 -7.3815
H -22.5425 1.8193 -6.7068
H -22.7095 0.2070 -6.1081
H -21.8001 -0.7827 -8.2131
H -21.6898 1.9886 -9.3885
H -23.0394 0.9013 -9.6729
H -22.2741 0.6733 -12.0196
H -20.6100 0.2266 -12.2943
H -20.9490 1.8508 -11.6372
H -20.2810 0.0808 -6.7079
H -19.7209 0.1476 -8.2105
C -14.4341 8.2841 -0.9801
C -13.9558 7.1695 -1.8557
C -14.6749 7.0917 -3.1780
O -14.2025 6.0140 -3.9246
C -15.0866 5.6848 -4.9787
N -12.5130 7.3893 -2.1425
H -15.5085 8.2688 -0.7760
H -14.1453 9.2754 -1.3271
H -13.9699 8.1896 0.0086
H -14.0875 6.1977 -1.3649
H -14.5988 8.0739 -3.6796
H -15.7621 7.0291 -2.9944
H -14.6712 4.8883 -5.5928
H -15.2135 6.5678 -5.6153
H -16.0639 5.3264 -4.6330
H -11.9419 7.0624 -1.3629
H -12.2610 6.6790 -2.8349
C -13.4318 -2.7077 -7.5326
C -13.8027 -1.2128 -7.4155
C -15.1843 -0.9536 -7.9937
O -15.3213 -1.3470 -9.3543
C -14.5877 -0.5552 -10.2483
N -13.8353 -0.7201 -6.0306
H -13.2815 -2.9034 -8.5943
H -14.2590 -3.3127 -7.1600
H -12.5424 -2.9133 -6.9401
H -13.0951 -0.6222 -7.9974
H -15.3536 0.1341 -7.9489
H -15.9978 -1.4408 -7.4568
H -14.9402 -0.7658 -11.2587
H -13.5117 -0.7704 -10.2475
H -14.7499 0.5140 -10.0568
H -14.2822 -1.3850 -5.4062
H -12.8810 -0.6800 -5.6837
C -12.4331 3.3981 -0.7227
C -13.3881 2.3568 -1.2883
C -14.8019 2.8976 -1.4595
O -15.5195 1.9849 -2.2775
C -16.8963 2.2216 -2.2303
N -12.8377 1.8129 -2.5469
H -12.4549 4.3369 -1.2837
H -11.4125 3.0402 -0.8865
H -12.6060 3.5484 0.3404
H -13.4031 1.5193 -0.5831
H -14.7593 3.8780 -1.9522
H -15.2905 2.9266 -0.4780
H -17.2602 2.2837 -1.1942
H -17.4942 1.4532 -2.7166
H -17.1436 3.1861 -2.7007
H -13.6019 1.4683 -3.1195
H -12.4484 2.5875 -3.0810
C -19.7492 8.6260 -9.8059
C -21.0892 8.2487 -9.2028
C -21.3116 8.8563 -7.8218
O -21.4594 10.2506 -7.9326
C -21.3760 10.9017 -6.6810
N -22.2479 8.5448 -10.0701
H -19.7890 8.5738 -10.8953
H -18.9676 7.9623 -9.4416
H -19.4791 9.6606 -9.5789
H -21.0672 7.1733 -8.9756
H -20.4275 8.6269 -7.2076
H -22.1723 8.3535 -7.3624
H -21.9833 10.4276 -5.9098
H -21.6470 11.9400 -6.8654
H -20.3268 10.9242 -6.3520
H -21.9309 8.9772 -10.9305
H -22.7805 9.2874 -9.6259
C -17.3610 5.5757 -7.9253
C -17.7580 4.1189 -8.0710
C -17.4539 3.3333 -6.7955
O -16.0819 3.0075 -6.7845
C -15.6977 2.1019 -5.7819
N -19.1794 4.0703 -8.4140
H -17.6393 6.1766 -8.7930
H -16.2764 5.6321 -7.8037
H -17.8125 6.1141 -7.0836
H -17.1364 3.7138 -8.8702
H -18.0461 2.4041 -6.8338
H -17.7676 3.8734 -5.8872
H -16.3133 1.1949 -5.7366
H -15.8204 2.6139 -4.8167
H -14.6681 1.8190 -5.9658
H -19.6899 4.5805 -7.6973
H -19.5352 3.1182 -8.3355

***

Tell me which of them is the least stable. Sure, it is run one.